# 1
Density functional theory data (the ωB97M-V functional and the def2-TZVPD basis) for C22H17BrN8OPtS4Sb as an isolated structure.

2S+1	6
M	934.443	g/mol
E_LUMO (spin up / spin down)	-0.7712 / -2.6258	eV
net charge	0
frontier orbital gap (spin up / spin down)	0.24999 / 0.21069	hartree
energy above the lowest of the compared OMol25 structures with the same formula, charge and spin	3.339	eV

Positions of all 55 atoms, in Å:
Pt  0.707  0.635  1.137
S  2.398  3.621  5.749
Sb  2.058  1.637  4.863
S  0.212  2.290  3.179
S  2.100  2.303  2.322
S  2.369  -0.988  0.237
C  1.955  -0.742  -1.402
N  2.570  -1.509  -2.370
N  2.694  -2.800  -2.123
C  1.742  -3.664  -1.540
C  2.177  -4.924  -1.142
C  1.284  -5.797  -0.544
C  -0.035  -5.418  -0.340
C  -0.460  -4.165  -0.760
C  0.417  -3.283  -1.369
N  1.143  0.212  -1.874
N  0.717  1.026  -0.949
C  -0.276  2.011  -1.275
C  -0.209  3.766  -0.006
C  -1.165  4.831  -0.588
C  -2.084  3.921  -2.370
C  -2.139  2.486  -2.774
C  -1.289  1.594  -2.279
H  3.477  -3.238  -2.589
H  3.214  -5.205  -1.277
H  1.626  -6.771  -0.222
H  -0.725  -6.083  0.158
H  -1.490  -3.868  -0.612
H  0.074  -2.312  -1.699
H  0.409  4.062  0.834
H  -1.101  5.823  -0.154
H  -2.594  4.552  -3.094
H  -2.897  2.175  -3.480
H  -1.314  0.551  -2.560
Br  -3.906  5.708  -0.941
C  -2.575  4.292  -0.904
C  -0.676  4.471  -2.015
C  0.308  3.438  -1.422
N  -0.787  2.393  0.124
C  -2.180  2.289  0.436
C  -3.040  3.186  -0.025
H  -0.261  5.202  -2.701
H  1.353  3.490  -1.707
H  -2.475  1.433  1.019
H  -4.092  3.097  0.203
N  1.373  -2.786  4.094
C  0.804  -2.000  3.155
O  1.250  -0.835  2.997
C  -0.291  -2.547  2.404
C  -0.726  -3.879  2.557
N  -1.027  -4.983  2.705
C  -0.834  -1.678  1.465
N  -1.096  -0.809  0.734
H  2.215  -2.462  4.537
H  1.097  -3.747  4.199

---

# 2
Density functional theory data (the ωB97M-V functional and the def2-TZVPD basis) for C7H28CdN16O13 as an isolated structure.

M	656.812	g/mol
E_LUMO	-1.8446	eV
net charge	0
frontier orbital gap	0.23957	hartree

Positions of all 65 atoms, in Å:
Cd  -0.278  2.399  -2.428
N  -1.024  0.133  -0.051
O  -1.877  0.550  0.670
O  -0.437  0.927  -0.878
O  -0.654  -1.063  -0.071
N  -1.253  4.298  -0.024
O  -2.157  4.082  0.734
O  -1.295  3.819  -1.213
O  -0.281  5.016  0.282
C  1.520  0.036  -4.181
O  1.048  0.891  -3.420
N  1.004  -1.207  -4.325
N  2.626  0.275  -4.933
H  1.379  -1.822  -5.024
H  0.084  -1.415  -3.969
H  2.774  -0.261  -5.768
H  3.126  1.139  -4.839
C  3.499  -0.888  -0.770
O  4.574  -0.794  -1.343
N  2.817  0.198  -0.252
N  2.795  -2.056  -0.697
H  1.830  0.202  -0.462
H  3.358  1.038  -0.392
H  3.318  -2.843  -1.038
H  2.041  -2.172  -0.044
C  2.534  3.394  -1.036
O  1.550  3.092  -1.721
N  2.335  4.086  0.110
N  3.810  3.005  -1.285
H  1.381  4.438  0.241
H  3.037  4.241  0.809
H  3.936  2.489  -2.140
H  4.609  3.413  -0.838
C  -2.936  -2.456  -2.541
O  -3.155  -3.576  -2.125
N  -3.905  -1.647  -3.067
N  -1.660  -1.944  -2.663
H  -4.867  -1.922  -3.037
H  -3.661  -0.801  -3.544
H  -1.609  -0.959  -2.866
H  -0.859  -2.370  -2.238
C  -0.767  -1.721  3.696
O  -1.630  -0.877  3.725
N  -0.151  -2.184  4.838
N  -0.223  -2.237  2.533
H  0.788  -2.536  4.803
H  -0.507  -1.959  5.746
H  -0.582  -1.875  1.652
H  0.648  -2.731  2.534
C  -4.296  -2.254  2.186
O  -4.188  -1.067  2.373
N  -3.818  -2.858  1.041
N  -5.035  -3.100  2.983
H  -3.913  -3.843  0.872
H  -3.084  -2.417  0.515
H  -5.419  -2.660  3.800
H  -5.429  -3.971  2.688
C  0.608  1.921  3.478
O  -0.571  1.915  3.764
N  1.117  0.931  2.688
N  1.481  2.847  4.002
H  1.952  0.939  2.128
H  0.427  0.256  2.396
H  2.461  2.772  3.799
H  1.053  3.746  4.138

---

| no. | total energy (eV) |
| --- | --- |
| 1 | -160218.95756 |
| 2 | -62735.53658 |